# 1
{"formula": "C49H39F5N2O6PS", "method": "ωB97M-V/def2-TZVPD", "symbols": ["C", "C", "S", "C", "N", "C", "C", "P", "N", "C", "F", "F", "C", "F", "F", "F", "H", "H", "H", "H", "H", "H", "H", "H", "H", "H", "H", "H", "H", "H", "H", "C", "C", "C", "C", "C", "C", "C", "O", "C", "C", "C", "C", "C", "C", "C", "O", "H", "H", "H", "H", "H", "H", "H", "H", "C", "C", "C", "C", "C", "C", "C", "O", "C", "C", "C", "C", "C", "C", "C", "O", "H", "H", "H", "H", "H", "H", "H", "H", "C", "C", "C", "C", "C", "C", "C", "O", "C", "C", "C", "C", "C", "C", "C", "O", "H", "H", "H", "H", "H", "H", "H", "H"], "positions_angstrom": [[2.395, 1.417, 1.516], [1.282, 2.420, 1.793], [1.242, 3.792, 0.588], [1.158, 5.232, 1.653], [2.404, 6.132, 1.569], [2.165, 7.277, 0.559], [1.431, 6.847, -0.704], [3.945, 5.203, 0.927], [4.048, 5.035, -0.591], [2.638, 6.780, 2.918], [3.457, 7.813, 2.747], [1.464, 7.229, 3.353], [3.258, 5.868, 4.042], [2.921, 6.353, 5.223], [4.581, 5.847, 3.924], [2.811, 4.609, 3.939], [3.330, 1.903, 1.227], [2.588, 0.832, 2.416], [2.122, 0.720, 0.725], [1.357, 2.842, 2.794], [0.305, 1.939, 1.746], [1.046, 4.895, 2.675], [0.312, 5.865, 1.409], [1.587, 8.021, 1.103], [3.144, 7.690, 0.330], [1.725, 5.860, -1.051], [1.706, 7.551, -1.490], [0.351, 6.903, -0.586], [4.850, 6.058, 1.564], [3.812, 4.078, 1.728], [4.741, 5.629, -1.035], [-1.072, 6.214, 5.196], [-2.227, 6.931, 5.492], [-3.469, 6.346, 5.321], [-3.565, 5.043, 4.845], [-2.410, 4.330, 4.527], [-1.164, 4.920, 4.712], [-2.484, 2.937, 3.993], [-1.470, 2.334, 3.700], [-3.829, 2.333, 3.819], [-3.928, 1.046, 3.302], [-5.173, 0.463, 3.135], [-6.323, 1.160, 3.486], [-6.232, 2.443, 3.999], [-4.987, 3.036, 4.164], [-4.919, 4.424, 4.701], [-5.915, 5.035, 5.015], [-0.102, 6.666, 5.358], [-2.155, 7.943, 5.871], [-4.379, 6.881, 5.560], [-0.280, 4.334, 4.495], [-3.023, 0.516, 3.038], [-5.249, -0.538, 2.731], [-7.294, 0.699, 3.358], [-7.117, 3.000, 4.275], [1.020, -4.957, 3.839], [1.307, -6.278, 3.514], [1.774, -6.597, 2.250], [1.953, -5.596, 1.304], [1.656, -4.270, 1.626], [1.193, -3.956, 2.899], [1.810, -3.178, 0.624], [1.563, -2.024, 0.910], [2.274, -3.553, -0.742], [2.374, -2.568, -1.718], [2.804, -2.896, -2.993], [3.147, -4.208, -3.297], [3.052, -5.194, -2.329], [2.606, -4.874, -1.053], [2.465, -5.965, -0.047], [2.741, -7.112, -0.324], [0.657, -4.711, 4.829], [1.165, -7.059, 4.249], [2.007, -7.618, 1.980], [0.969, -2.924, 3.133], [2.102, -1.553, -1.464], [2.868, -2.130, -3.754], [3.479, -4.463, -4.295], [3.305, -6.221, -2.556], [-2.860, -3.478, -9.237], [-3.080, -4.727, -9.808], [-2.723, -5.877, -9.125], [-2.139, -5.784, -7.867], [-1.910, -4.530, -7.297], [-2.276, -3.379, -7.985], [-1.264, -4.397, -5.960], [-1.068, -3.309, -5.460], [-0.860, -5.651, -5.261], [-0.226, -5.558, -4.028], [0.160, -6.708, -3.362], [-0.088, -7.959, -3.917], [-0.724, -8.057, -5.143], [-1.108, -6.906, -5.821], [-1.775, -7.040, -7.149], [-2.009, -8.128, -7.627], [-3.145, -2.581, -9.771], [-3.533, -4.801, -10.788], [-2.891, -6.857, -9.550], [-2.095, -2.417, -7.525], [-0.039, -4.579, -3.608], [0.660, -6.632, -2.406], [0.219, -8.854, -3.392], [-0.927, -9.019, -5.594]], "total_energy_ev": -100416.8911, "lumo_ha": -0.1105, "largest_force_ev_per_a": 0.4, "total_charge": 1, "homo_lumo_gap_ev": 7.80}

---

# 2
{"formula": "C6H9FO", "method": "ωB97M-V/def2-TZVPD", "symbols": ["C", "C", "C", "C", "C", "C", "O", "F", "H", "H", "H", "H", "H", "H", "H", "H", "H"], "positions_angstrom": [[-0.814, 1.422, -1.517], [-1.967, -1.173, 1.902], [0.315, 1.070, -0.911], [-1.245, -0.421, 1.080], [2.221, -0.327, -0.160], [0.702, -0.262, -0.339], [0.085, -0.724, 0.781], [0.331, -1.257, -1.326], [-0.947, 2.498, -1.760], [-1.719, 0.875, -1.655], [-2.975, -1.053, 2.273], [-1.494, -2.093, 2.276], [0.966, 1.961, -0.770], [-1.425, 0.514, 0.617], [2.667, 0.130, 0.747], [2.557, 0.240, -0.958], [2.743, -1.399, -0.280]], "total_energy_ev": -11130.4545, "lumo_ha": 0.0370, "largest_force_ev_per_a": 3.1, "homo_lumo_gap_ev": 10.38, "smiles": "C=CO[C@@](C)(F)C=C", "de_lowest_kcal_mol": 38.20}

---

# 3
{"formula": "H2N2O3S", "method": "ωB97M-V/def2-TZVPD", "symbols": ["N", "N", "O", "O", "O", "S", "H", "H"], "positions_angstrom": [[-0.497, 0.769, 1.130], [1.069, -0.619, -0.256], [-1.249, -1.402, 0.242], [-1.058, 0.595, -1.373], [1.573, 0.098, -1.119], [-0.802, -0.073, -0.124], [-0.683, 1.829, 1.129], [1.646, -1.196, 0.370]], "total_energy_ev": -19985.0289, "lumo_ha": [-0.0971, -0.0972], "largest_force_ev_per_a": 5.5, "homo_lumo_gap_ev": [7.60, 7.60], "de_lowest_kcal_mol": 65.97}

---

# 4
{"formula": "C7H10", "method": "ωB97M-V/def2-TZVPD", "symbols": ["C", "C", "C", "C", "C", "C", "C", "H", "H", "H", "H", "H", "H", "H", "H", "H", "H"], "positions_angstrom": [[1.892, 0.099, -0.346], [0.493, 0.724, -0.401], [-0.313, -1.282, -1.728], [-0.542, -0.132, -1.101], [-1.905, -0.204, 2.073], [-0.940, 0.519, 1.581], [0.039, 1.154, 0.999], [2.307, -0.079, -1.346], [2.566, 0.782, 0.178], [1.884, -0.856, 0.191], [0.564, 1.609, -1.051], [-1.078, -1.761, -2.335], [0.648, -1.787, -1.685], [-1.537, 0.311, -1.157], [-1.673, -1.136, 2.579], [-2.943, 0.098, 1.973], [0.537, 1.942, 1.575]], "total_energy_ev": -7418.7372, "lumo_ha": 0.0396, "largest_force_ev_per_a": 0.5, "homo_lumo_gap_ev": 10.50, "smiles": "C=C=C[C@@H](C)C=C", "de_lowest_kcal_mol": 52.98}